# 1
{
  "formula": "C6H15NSi",
  "method": "the ωB97M-V functional and the def2-TZVPD basis",
  "total_energy_ev": -15829.49991,
  "gap_ev": 8.5503,
  "homo_energy_ev": -7.82,
  "lumo_energy_ev": 0.73,
  "e_above_lowest_kj_mol": 317.7,
  "smiles": "CC=[Si](C)C.C=NC",
  "symbols": ["C", "C", "C", "C", "C", "C", "N", "Si", "H", "H", "H", "H", "H", "H", "H", "H", "H", "H", "H", "H", "H", "H", "H"],
  "positions_angstrom": [[-1.189, -1.843, -0.207], [-0.812, -0.457, -0.780], [2.715, 0.133, -0.152], [2.474, -1.950, -1.280], [-2.425, 1.077, 1.520], [-0.955, 2.731, -0.826], [2.790, -1.323, -0.244], [-1.408, 1.006, -0.123], [-2.259, -1.755, 0.121], [-1.157, -2.505, -1.085], [-0.254, -0.497, -1.666], [3.861, 0.455, -0.222], [2.037, 0.676, -0.833], [2.518, 0.319, 0.896], [2.091, -1.368, -2.171], [-0.547, -2.011, 0.553], [2.490, -3.022, -1.272], [-2.099, 1.474, 2.496], [-3.458, 1.628, 1.415], [-2.433, 0.083, 1.796], [-1.902, 3.331, -1.086], [-0.378, 3.366, -0.232], [-0.488, 2.623, -1.853]],
  "forces_ev_per_angstrom": [[-2.979, 2.300, -3.265], [-1.389, 0.049, 1.567], [2.986, -0.308, 0.136], [-0.879, 1.771, -0.869], [-0.992, 2.802, -0.668], [-2.239, -0.796, -2.800], [0.062, 0.080, 0.578], [0.324, 1.601, 0.684], [1.041, -0.595, 0.046], [0.135, -0.415, 0.827], [0.789, 0.282, -1.140], [-2.423, -0.236, -0.275], [0.378, -0.349, 0.122], [-0.543, 0.416, 0.086], [0.288, -0.887, 0.470], [1.915, -1.460, 2.404], [0.153, -0.485, -0.236], [0.870, 0.612, -0.780], [1.696, -1.654, -0.137], [-1.169, -2.526, 0.295], [1.075, -0.938, 0.608], [1.088, 0.766, 1.109], [-0.188, -0.029, 1.238]]
}

# 2
{
  "formula": "C6H16N2O",
  "method": "the ωB97M-V functional and the def2-TZVPD basis",
  "total_energy_ev": -11503.54797,
  "gap_ev": [8.8150, 5.5193],
  "homo_energy_ev": [-8.02, -6.07],
  "lumo_energy_ev": [0.80, -0.55],
  "e_above_lowest_kj_mol": 627.8,
  "symbols": ["C", "C", "C", "C", "H", "H", "H", "H", "H", "H", "H", "H", "H", "H", "C", "N", "N", "C", "O", "H", "H", "H", "H", "H", "H"],
  "positions_angstrom": [[0.039, -1.155, 0.709], [1.465, -0.894, 1.067], [-0.283, -2.364, -0.104], [-1.010, -0.676, 1.655], [-0.024, 0.139, -0.211], [2.150, -1.204, 0.277], [1.722, -1.456, 1.977], [1.607, 0.168, 1.280], [-0.706, 0.242, 2.156], [0.425, -2.507, -0.921], [-0.235, -3.256, 0.540], [-1.292, -2.311, -0.515], [-1.205, -1.453, 2.408], [-1.951, -0.492, 1.129], [-0.448, 0.566, -1.188], [1.134, 2.899, -0.018], [-1.727, 1.043, -1.044], [0.255, 0.328, -2.295], [0.210, 2.102, 0.570], [0.772, 3.836, -0.195], [1.994, 2.950, 0.528], [-2.253, 1.167, -1.898], [-1.767, 1.821, -0.396], [1.186, -0.219, -2.258], [-0.056, 0.726, -3.253]],
  "forces_ev_per_angstrom": [[0.142, -0.611, 0.510], [-0.096, -0.192, 0.228], [0.049, 0.001, 0.222], [-0.033, -0.273, -0.004], [-0.427, 0.614, -1.155], [0.006, 0.024, -0.011], [0.148, 0.049, -0.012], [0.105, -0.055, 0.030], [-0.015, 0.003, 0.086], [-0.007, 0.004, -0.031], [-0.034, -0.062, -0.086], [-0.003, 0.008, -0.033], [-0.041, 0.114, 0.102], [0.024, 0.000, 0.038], [0.939, -0.834, 0.013], [-1.496, -0.735, 1.710], [-0.464, 0.329, -0.112], [-0.335, 0.305, -0.086], [1.864, 1.923, -0.731], [-0.118, -0.228, -0.298], [-0.005, -0.326, -0.205], [0.085, 0.215, 0.016], [-0.237, -0.167, -0.134], [0.043, 0.058, 0.070], [-0.091, -0.166, -0.127]]
}

# 3
{
  "formula": "C3H3GdO2",
  "method": "the ωB97M-V functional and the def2-TZVPD basis",
  "total_energy_ev": -28077.01423,
  "gap_ev": [7.0434, 6.0861],
  "homo_energy_ev": [-11.67, -11.71],
  "lumo_energy_ev": [-4.63, -5.63],
  "e_above_lowest_kj_mol": 188.4,
  "spin_multiplicity": 9,
  "s_squared": 20.031,
  "total_charge": 1,
  "symbols": ["O", "C", "C", "C", "H", "H", "H", "O", "Gd"],
  "positions_angstrom": [[-0.137, -0.658, 0.841], [0.084, 1.196, -0.868], [1.287, -0.820, 0.547], [0.562, 0.218, -0.111], [-1.469, 1.457, -1.707], [1.523, -1.749, 0.020], [1.927, -0.599, 1.406], [-1.336, 1.208, -0.724], [-2.440, -0.254, 0.598]],
  "forces_ev_per_angstrom": [[-2.330, -0.837, 0.725], [2.935, -1.015, 0.266], [0.950, 0.197, -0.045], [0.314, 1.163, -0.825], [-0.495, -0.167, 2.224], [-0.144, 0.301, 0.129], [-0.256, -0.057, -0.224], [-2.224, 0.450, -2.325], [1.250, -0.034, 0.075]]
}

# 4
{
  "formula": "C4H7NO2",
  "method": "the ωB97M-V functional and the def2-TZVPD basis",
  "total_energy_ev": -9842.63172,
  "gap_ev": 9.6073,
  "homo_energy_ev": -9.15,
  "lumo_energy_ev": 0.46,
  "e_above_lowest_kj_mol": 448.5,
  "smiles": "CC1=N[C@]1(O)CO",
  "symbols": ["C", "C", "C", "C", "N", "O", "O", "H", "H", "H", "H", "H", "H", "H"],
  "positions_angstrom": [[0.846, -0.258, 0.182], [0.663, -1.564, 0.625], [-1.188, 0.846, -0.271], [0.418, 0.904, -0.588], [1.412, 0.823, 0.538], [-1.682, 0.740, 1.198], [0.610, 1.263, -1.890], [-0.336, -1.881, 0.225], [1.391, -2.096, 0.172], [0.682, -1.751, 1.746], [-1.725, 1.624, -0.790], [-1.553, -0.053, -0.704], [-0.916, 0.558, 1.721], [1.377, 0.845, -2.165]],
  "forces_ev_per_angstrom": [[1.825, 3.777, -0.889], [-3.520, -1.527, 2.308], [0.323, 1.416, 1.680], [-3.707, -2.456, 2.478], [-0.491, 0.578, -0.039], [0.594, 0.744, -3.464], [-1.616, 1.015, 0.892], [0.840, -0.189, 0.496], [2.345, -2.475, -1.355], [0.156, 0.567, -1.367], [-0.192, 0.673, 0.422], [0.044, -0.960, -0.540], [0.926, -0.037, 0.636], [2.473, -1.128, -1.256]]
}

Maximum force values (in eV/Å) by entry order: 5.0, 2.8, 3.2, 5.1.